1.
This record from the OMol25 dataset describes a structure of composition C36H96As2F18N7O11. The level of theory is ωB97M-V/def2-TZVPD.

Computed properties:
E ... -242413.22300 eV
Gap between HOMO and LUMO ... 6.2 eV
E_LUMO ... -0.213 Ha
HOMO ... -0.43964 hartree
Net charge ... +3

Structure (XYZ):
```
170
Properties=species:S:1:pos:R:3:forces:R:3
C 7.92339 1.54338 2.93215 0.9 -0.2 -1.9
C 7.35498 0.59581 3.94020 -1.0 0.1 1.7
C 5.86540 0.26606 3.80028 0.1 -0.1 -1.9
O 5.75132 -0.42094 2.55536 0.5 -0.1 0.6
C 4.41588 -0.67114 2.10383 1.0 -0.4 0.1
N 8.11785 -0.70422 3.96133 0.4 -0.6 -0.5
H 9.04022 -0.58629 4.38400 0.2 0.1 -0.3
H 7.68894 -1.47438 4.47985 -0.4 0.3 0.2
H 8.19827 -1.06472 3.00566 0.2 0.1 -0.1
H 7.45865 2.52245 2.84667 -0.1 0.0 0.7
H 7.86079 1.16672 1.90384 -0.6 -0.4 0.1
H 9.00848 1.66858 2.97830 -0.1 0.2 0.8
H 7.50173 0.97099 4.95563 0.0 0.2 0.0
H 5.32104 1.20747 3.69023 -0.1 0.1 0.5
H 5.44244 -0.33664 4.60682 0.2 0.1 0.3
H 3.81737 0.21107 2.32501 -0.3 -0.2 -0.5
H 4.01613 -1.57736 2.56849 -0.2 0.2 0.3
H 4.56899 -0.92589 1.05662 -0.6 0.5 -0.2
C -1.02065 6.43862 3.48474 0.0 -1.2 1.5
C -1.32104 4.92770 3.59761 -0.7 0.2 0.4
C -0.19676 3.96033 3.26544 -0.7 -0.3 -1.9
O 0.81426 3.91536 4.24562 -0.1 -0.3 -0.8
C 1.76866 2.93466 3.84302 0.4 -0.8 1.0
N -1.76455 4.53572 5.01208 1.0 1.1 -0.4
H -2.59052 3.92523 5.07431 -0.8 -1.4 -0.4
H -0.93333 4.04226 5.34320 -0.3 0.0 0.9
H -1.96271 5.35401 5.58566 0.2 0.0 0.1
H -1.95048 6.93987 3.75229 0.0 0.4 -0.6
H -0.62065 6.67164 2.50359 -0.2 0.2 0.0
H -0.31384 6.71062 4.27178 0.3 0.1 -0.3
H -2.22547 4.76251 3.01364 0.3 -0.5 -0.4
H 0.15445 4.16831 2.24335 0.5 0.7 0.2
H -0.58515 2.95791 3.03972 -0.4 -0.2 0.8
H 2.59653 3.31929 3.24545 -0.2 0.4 -0.1
H 1.33020 2.06936 3.34027 -0.3 0.3 -0.3
H 2.18729 2.47976 4.74324 0.1 0.4 0.1
C 1.90669 5.39954 -2.99992 -0.3 1.1 0.5
C 2.38953 5.44827 -1.55109 0.1 -0.7 0.2
C 1.41874 6.04331 -0.54830 -1.0 0.8 0.1
O 0.18520 5.35188 -0.46377 0.4 -0.4 0.0
C -0.97388 5.89346 -1.10805 0.0 -0.1 0.8
N 2.65817 4.00098 -1.12629 -0.9 0.9 -0.5
H 3.42659 3.58813 -1.67858 0.2 -0.2 0.0
H 2.78793 3.90363 -0.12334 0.1 -0.2 0.0
H 1.80995 3.50107 -1.40289 0.1 -0.5 0.4
H 2.44163 4.71402 -3.65279 0.2 0.1 0.1
H 1.96949 6.43087 -3.35149 0.3 -0.1 -0.4
H 0.83631 5.18825 -3.03887 0.1 -0.4 0.1
H 3.32302 5.98835 -1.39287 0.1 -0.1 -0.4
H 1.18117 7.09233 -0.74361 0.5 0.1 -0.4
H 1.90255 6.07463 0.43262 -0.1 -0.3 0.2
H -1.61256 6.40466 -0.38362 0.1 0.0 0.2
H -1.51411 5.00606 -1.43188 -0.2 0.2 -0.5
H -0.77334 6.63088 -1.88562 0.3 -0.3 -0.3
C -3.12697 1.77709 0.04052 -0.9 1.7 -1.7
C -4.03865 0.67210 0.49962 1.6 0.4 0.1
C -4.59148 -0.12716 -0.67223 0.0 0.1 0.2
O -5.51705 -1.02737 -0.14621 -0.7 -0.5 0.6
C -5.71361 -2.18379 -0.94554 1.0 -0.5 -1.1
N -3.20209 -0.18117 1.42026 -0.7 -1.5 -0.3
H -3.07955 0.30695 2.30564 0.1 -0.1 0.7
H -3.72627 -1.05023 1.56351 -0.2 0.2 0.5
H -2.28946 -0.51238 1.10052 0.3 0.5 -0.5
H -3.76515 2.38576 -0.61690 -0.1 0.3 0.3
H -2.32755 1.55571 -0.66871 0.2 -0.8 0.5
H -2.75861 2.46277 0.80050 0.0 -0.3 0.3
H -4.76758 1.06744 1.20414 -0.5 -0.1 -0.5
H -3.76048 -0.58767 -1.21882 0.0 -0.3 0.2
H -5.06706 0.51825 -1.42150 -0.1 0.3 0.3
H -4.81868 -2.80251 -0.84614 -0.1 -0.1 -0.3
H -5.83974 -1.89490 -1.99452 0.1 0.0 0.0
H -6.54826 -2.85426 -0.74991 -0.3 0.8 0.9
C 0.95727 -2.44330 -4.64362 0.9 -0.3 0.6
C 1.56378 -3.60232 -3.82378 -0.1 0.2 -0.9
C 2.16942 -4.66426 -4.75181 -1.7 -0.5 0.6
O 2.74467 -5.66130 -3.94456 0.1 0.3 0.5
C 3.12790 -6.81368 -4.65657 0.0 -0.8 -0.6
N 2.66912 -3.05428 -2.89806 -1.2 0.1 -0.5
H 2.31189 -2.46795 -2.13825 -0.2 0.3 -0.2
H 3.18904 -3.80516 -2.44747 0.3 -0.2 -0.5
H 3.20765 -2.47101 -3.54328 0.7 0.2 0.6
H 0.41269 -2.81056 -5.51026 0.0 -0.2 0.1
H 1.80895 -1.84973 -4.98133 -0.4 0.4 -0.2
H 0.27042 -1.87620 -4.01816 0.1 0.2 -0.1
H 0.74475 -4.03226 -3.24966 0.4 -0.4 0.4
H 2.77541 -4.36826 -5.61268 0.5 0.5 0.4
H 1.23731 -5.03897 -5.19545 0.1 -0.3 -0.3
H 3.27300 -7.68665 -4.02037 0.3 0.5 0.6
H 4.03783 -6.60825 -5.22423 0.0 -0.2 -0.1
H 2.33690 -7.18930 -5.31553 -0.1 0.5 -0.3
C -4.48905 4.67972 -4.63419 0.6 0.1 0.1
C -3.47410 3.67261 -5.18543 -0.1 -0.7 -0.1
C -2.68718 2.97543 -4.06301 0.8 -0.3 -0.5
O -1.87397 1.97183 -4.61643 -0.2 0.5 -0.8
C -0.99423 1.34258 -3.67032 -1.0 -0.3 -0.6
N -4.16835 2.60047 -6.02804 -1.1 0.8 0.1
H -4.85756 2.16365 -5.41491 0.1 -0.8 -0.3
H -4.70358 3.08669 -6.75261 -0.1 0.0 0.1
H -3.57052 1.96217 -6.55488 0.3 -0.4 0.8
H -3.88183 5.55016 -4.38160 -0.2 0.2 -0.2
H -4.96503 4.40487 -3.69221 0.0 -0.5 -0.1
H -5.27554 4.97565 -5.32723 0.2 0.0 -0.2
H -2.84966 4.08781 -5.97596 0.5 0.5 0.6
H -3.32598 2.52733 -3.29257 -0.4 0.2 0.0
H -2.04170 3.70955 -3.56998 -0.2 0.3 0.1
H -1.61976 0.62499 -3.13431 0.4 0.1 0.6
H -0.52972 2.10599 -3.04610 0.1 -0.3 0.2
H -0.27696 0.78161 -4.26291 0.2 0.2 0.2
C 0.69286 -3.70700 2.87996 -0.5 -0.4 0.1
C -0.09186 -5.01611 2.74399 1.4 -1.7 -0.8
C -0.81038 -5.50032 4.00376 -1.0 -0.3 0.4
O -0.04152 -5.88533 5.11773 -0.3 0.6 -0.5
C 0.97319 -6.84973 4.96560 1.2 0.5 0.8
N -1.01342 -4.97481 1.54467 -1.4 2.0 1.7
H -1.73922 -4.28517 1.77230 -0.2 0.0 -0.4
H -0.55994 -4.56010 0.72837 -0.1 -0.8 -0.6
H -1.55735 -5.82456 1.37887 0.5 -0.2 -0.8
H 1.56037 -3.61523 2.22856 -0.2 -0.1 -0.2
H 1.05579 -3.60283 3.90163 -0.1 -0.1 0.1
H -0.00386 -2.89251 2.67208 0.2 0.2 0.1
H 0.48088 -5.87089 2.36608 1.0 0.3 0.8
H -1.46261 -6.35178 3.77589 -0.1 0.0 -0.5
H -1.46202 -4.70711 4.37828 0.0 0.1 0.0
H 1.34923 -6.96463 5.98425 0.1 -0.1 -0.1
H 1.79011 -6.39341 4.39637 0.1 -0.4 -0.2
H 0.75635 -7.86942 4.63826 -0.7 0.3 -0.5
As 0.68199 -0.01424 0.35159 -1.5 -0.8 -1.5
F 1.40386 -0.17020 1.93423 -0.3 0.0 -0.7
F 1.80622 -1.15094 -0.35970 -0.2 0.1 0.6
F -0.09845 0.10897 -1.23978 0.4 0.2 0.9
F -0.55526 1.07762 1.00406 0.9 -0.4 0.0
F 1.70461 1.30077 -0.09480 0.0 0.3 0.5
F -0.48649 -1.36553 0.62934 0.9 0.8 0.7
As 3.92321 1.18348 -3.47017 2.1 -2.2 -1.3
F 2.22608 1.53207 -3.45940 0.1 0.9 -0.1
F 4.25440 1.78695 -5.07894 -0.9 0.4 1.0
F 5.61878 0.71931 -3.44321 -0.8 0.3 0.5
F 3.70571 0.42656 -1.89719 0.2 0.6 -0.3
F 3.54346 -0.35479 -4.21681 -0.2 -0.3 0.2
F 4.34856 2.72322 -2.73106 -0.3 0.2 0.1
C -2.38295 -4.37111 -2.10088 -0.9 -3.7 0.2
O -1.71368 -4.74271 -3.33205 0.9 2.2 -0.4
O -2.26223 -5.44004 -1.27860 0.6 2.4 1.4
C -1.94049 -2.93470 -1.67913 0.2 -1.3 -2.7
F -2.52759 -2.54668 -0.53944 0.5 0.1 0.3
F -0.60557 -2.79957 -1.65149 0.3 0.0 1.1
F -2.30486 -2.04925 -2.66118 -0.4 0.1 0.6
C -2.41135 -5.65801 -4.12946 0.7 -1.2 -0.3
C -1.57922 -6.12862 -5.35291 -1.4 0.2 0.0
H -2.30825 -6.72343 -5.91136 0.1 -0.1 -0.2
H -1.29156 -5.33460 -6.04355 0.2 0.2 0.2
H -0.75381 -6.81137 -5.16053 0.1 0.3 0.4
H -3.38748 -5.28529 -4.45558 0.1 0.4 -0.1
H -2.61754 -6.56410 -3.55338 -0.1 0.1 0.2
H -3.45259 -4.27726 -2.35852 -0.3 0.7 -0.2
C -3.99054 1.23703 4.99601 0.9 2.3 0.7
O -2.83160 0.64916 4.39141 0.4 -1.4 -0.5
O -3.77488 2.57104 4.98650 -1.0 -0.6 -0.2
C -5.26759 0.67822 4.28349 -0.3 1.2 -0.3
F -6.32018 0.72657 5.10891 0.4 0.0 -0.2
F -5.58845 1.40627 3.17407 0.1 0.0 0.2
F -5.17420 -0.59006 3.83674 0.4 -0.3 0.2
C -1.96660 0.02421 5.30028 1.5 -1.3 0.5
C -0.70496 -0.39871 4.56435 0.0 0.2 -1.3
H -0.01620 -1.07367 5.07054 -0.2 0.1 0.5
H -1.01684 -0.92323 3.65301 0.0 -0.1 0.0
H -0.12450 0.44366 4.17950 0.0 0.1 0.2
H -2.32359 -0.91143 5.74716 -0.8 0.1 -0.2
H -1.65454 0.59993 6.17702 -0.5 0.7 -0.2
H -4.09563 0.82677 6.00888 0.1 -0.2 0.2
```
Forces are in eV/Å.

=====

2.
This record from the OMol25 dataset describes a structure of composition C36H96NO22Sr. The level of theory is ωB97M-V/def2-TZVPD.

Computed properties:
E ... -86235.87442 eV
Gap between HOMO and LUMO ... 2.3 eV
E_LUMO ... -0.192 Ha
HOMO ... -0.27742 hartree
Net charge ... +1

Structure (XYZ):
```
156
Properties=species:S:1:pos:R:3:forces:R:3
Sr 4.28557 -2.83721 3.14368 -0.2 0.2 -0.3
C -2.13812 1.06332 0.91795 1.5 0.6 1.7
C -1.48038 1.05614 -0.44981 0.1 -1.5 -0.8
C -2.34245 2.02269 -1.26596 -0.2 0.4 -0.8
C -1.69807 2.64140 -2.46304 0.8 0.6 -1.7
C -0.23003 3.09145 -2.29987 -0.5 -0.8 -1.0
C 0.68331 2.06528 -1.65654 -0.1 0.2 -0.6
N -0.03570 1.58474 -0.41426 3.7 -2.6 2.7
O 0.90467 0.95951 0.50647 -3.9 2.0 -3.0
C 2.05540 2.83208 -1.37635 -0.5 -1.2 1.7
C 0.95360 0.92587 -2.69823 1.3 0.1 1.1
C -1.54648 -0.45778 -1.03514 0.6 0.4 -0.5
H -1.81971 0.26331 1.58631 0.5 0.0 -0.1
H -3.20824 1.13470 1.11246 -0.2 -0.1 -1.3
H -1.75026 2.01194 1.28915 0.0 0.0 0.8
H -2.70045 2.91696 -0.75583 -0.1 -0.5 1.1
H -3.19939 1.42261 -1.57198 -0.2 0.2 0.1
H -2.12906 3.56263 -2.85505 -0.9 0.2 0.8
H -1.88477 2.05394 -3.36200 0.8 -0.7 0.0
H -0.11584 4.07139 -1.83645 -0.3 -0.1 0.2
H 0.09829 3.16408 -3.33671 0.4 0.5 0.0
H 2.79895 2.28830 -0.79365 -0.4 -0.8 0.1
H 1.83777 3.62898 -0.66525 -0.1 0.5 -0.5
H 2.66625 3.11330 -2.23420 -0.9 0.4 -0.4
H 1.47414 0.14148 -2.14878 -0.2 -0.4 0.0
H 1.74764 1.32932 -3.32658 -0.3 0.0 -0.4
H 0.16108 0.49817 -3.31231 -0.2 0.4 0.3
H -0.72137 -1.14754 -0.85759 0.6 0.7 1.0
H -1.51156 -0.54051 -2.12143 -0.6 0.7 -0.2
H -2.39099 -1.03953 -0.66572 -0.4 0.6 0.0
C 12.57485 3.33391 0.30054 1.5 -0.7 -1.5
C 11.70106 4.09778 1.23419 0.1 -0.5 0.7
C 10.60551 4.86196 0.47696 0.1 -1.5 0.2
O 11.17391 3.12844 2.14125 -1.6 -0.2 0.4
H 12.15284 3.11731 -0.68082 -0.3 0.4 -0.1
H 12.83615 2.33064 0.63711 -0.1 0.0 0.5
H 13.55577 3.77449 0.12222 -0.1 0.4 -0.1
H 12.30878 4.70838 1.90197 0.1 0.8 -0.5
H 11.08201 5.33019 -0.38432 -0.2 0.9 0.5
H 9.90902 5.39919 1.12070 0.5 0.6 -0.2
H 9.97149 4.12566 -0.01700 0.0 -0.4 0.1
H 11.87806 2.52074 2.37887 0.0 0.1 0.0
C -9.60323 1.57939 -3.16787 0.4 0.4 1.7
C -10.50879 1.55232 -1.91700 -1.8 -1.1 -3.0
C -9.97824 2.10513 -0.71236 1.4 -0.6 2.1
O -11.67645 2.28723 -2.26101 -0.6 0.1 -0.3
H -8.72279 0.94083 -3.09607 -0.3 -0.6 -0.1
H -9.13306 2.55878 -3.07955 -0.3 0.5 -1.0
H -10.24902 1.38952 -4.02521 0.5 0.2 -0.1
H -10.85591 0.52502 -1.80629 -0.1 -0.1 0.3
H -10.69038 2.12629 0.11256 -0.3 0.3 -0.3
H -9.54824 3.08782 -0.90606 0.3 0.0 0.4
H -9.28257 1.32629 -0.40002 1.0 0.6 0.4
H -11.40903 3.20771 -2.20809 -0.3 0.3 -0.1
C 6.89123 -1.93258 -5.81291 -0.6 -0.8 -1.4
C 6.10382 -3.13379 -6.42435 0.9 -0.4 1.4
C 6.55841 -3.75799 -7.73286 0.1 1.3 0.0
O 6.13957 -4.21750 -5.46192 -0.7 0.4 0.1
H 6.69511 -1.14827 -6.54399 0.5 0.5 0.2
H 7.95527 -2.13535 -5.69118 0.0 0.1 0.0
H 6.43071 -1.62757 -4.87322 0.1 -0.2 0.0
H 5.11327 -2.69602 -6.54794 -0.5 -0.7 0.2
H 5.87426 -4.53143 -8.08190 -0.1 0.2 0.1
H 7.54555 -4.20568 -7.61789 0.2 0.1 -0.1
H 6.59731 -2.93518 -8.44671 0.2 -0.3 -0.5
H 6.77445 -4.83850 -5.82646 -0.1 -0.2 0.2
C 8.08462 -3.35850 0.09211 -0.7 1.4 0.3
C 8.63365 -1.94739 0.28849 -1.0 0.2 1.4
O 7.96401 -1.28174 1.43861 0.1 -1.5 -0.7
O 6.67522 -3.30647 -0.24317 0.9 -0.5 0.2
H 8.22899 -3.92081 1.01466 -0.2 0.0 0.1
H 8.73862 -3.81283 -0.65218 -0.4 -0.2 -0.4
H 8.40101 -1.31062 -0.56504 0.6 -0.2 -0.2
H 9.68206 -2.16535 0.49202 0.3 0.9 -0.1
H 8.41941 -0.50066 1.76129 0.4 0.0 -0.4
H 6.60360 -3.50207 -1.18030 -0.2 0.0 -0.1
C 0.42585 -6.52641 3.84817 -1.0 0.9 1.0
C -0.14998 -5.34482 4.66143 -1.2 -0.1 0.5
O 0.77210 -4.38944 5.13980 1.4 0.0 -0.1
O 1.11257 -6.04785 2.74002 1.0 0.3 -1.0
H -0.41165 -7.14919 3.53376 -0.2 0.0 0.2
H 1.07002 -7.16430 4.45334 0.2 0.2 0.1
H -0.71985 -5.69541 5.52191 0.1 -0.7 0.1
H -0.90187 -4.75100 4.14166 -0.1 -0.5 -1.0
H 0.29216 -3.81119 5.73720 0.1 0.0 0.1
H 0.61504 -6.20968 1.93512 0.0 0.0 0.1
C 0.22356 -6.64450 -4.42988 0.7 0.1 -1.2
C -0.12589 -5.67852 -5.58529 -0.5 -0.3 0.9
O -1.13801 -6.26025 -6.45663 1.2 0.7 0.7
O -0.81077 -6.64232 -3.48474 -0.2 -0.1 0.9
H 1.14231 -6.36442 -3.91456 -0.1 0.4 0.1
H 0.43521 -7.64852 -4.79764 -0.3 -0.2 -0.2
H 0.70344 -5.23144 -6.13341 0.0 -0.7 -0.3
H -0.54538 -4.85589 -5.00615 -0.3 0.5 -0.3
H -1.80073 -6.55433 -5.82740 -0.4 -0.2 -0.4
H -1.68095 -6.58443 -3.88603 0.0 -0.1 -0.1
C -6.16201 1.70928 -8.87515 0.9 0.5 -0.1
C -4.88962 2.35170 -9.70683 -2.1 -1.2 -0.3
O -5.13376 2.05750 -11.13359 0.8 0.3 1.6
O -7.35078 2.49666 -8.99828 0.3 0.1 -0.6
H -6.07411 1.53105 -7.80341 1.0 0.6 0.2
H -6.38905 0.69403 -9.20044 0.5 0.0 -0.8
H -3.90742 1.97650 -9.41940 -0.3 -0.9 -0.2
H -4.71330 3.41646 -9.55415 -1.0 0.3 0.0
H -6.07270 2.18029 -11.29149 -0.1 0.2 0.1
H -8.01581 1.94754 -9.41995 -0.1 0.2 0.0
C -6.84223 -7.91296 -1.84185 0.5 -1.0 -0.2
C -6.62505 -6.46437 -2.15130 -1.2 1.9 -0.4
O -6.05077 -6.15291 -3.44364 0.2 -0.6 0.7
O -7.40947 -8.60211 -2.95234 -0.2 0.2 0.2
H -7.49539 -8.04662 -0.97951 -0.2 0.4 0.1
H -5.93586 -8.45487 -1.57177 0.4 0.2 -0.1
H -6.18308 -5.83224 -1.38113 0.9 -0.7 0.1
H -7.60013 -5.97748 -2.16757 -0.6 -0.3 -0.1
H -6.77545 -5.86608 -4.00416 0.2 0.1 -0.1
H -7.55430 -7.95433 -3.64589 0.0 -0.1 -0.2
C -9.54388 4.35254 5.30443 -0.8 -0.5 -1.4
C -8.22042 3.49142 5.50097 -1.6 1.7 0.6
O -7.87183 3.63268 6.86891 0.7 -0.6 0.0
O -10.82272 3.63336 5.50986 1.8 0.0 0.1
H -9.56782 4.77093 4.29822 0.1 -0.5 -0.6
H -9.60851 5.28465 5.86577 0.8 -0.4 0.9
H -7.40093 3.91007 4.91679 -0.1 0.6 0.1
H -8.24370 2.47434 5.10968 -0.7 -0.3 0.4
H -8.35439 3.00327 7.40982 -0.2 -0.1 -0.1
H -11.52440 4.26692 5.34300 0.0 0.1 0.0
C 7.23053 0.45202 7.37211 -0.7 -0.7 0.2
C 6.23850 1.28913 6.47451 3.0 1.1 1.0
O 5.18826 0.48503 6.16954 -2.2 -1.5 -0.7
O 8.63110 0.33061 7.14253 -0.1 1.0 -0.8
H 6.87391 -0.57454 7.28776 -0.7 0.0 0.1
H 7.07086 0.78414 8.39794 0.0 0.0 0.1
H 6.67266 1.70907 5.56717 0.5 0.0 0.0
H 5.87769 2.11675 7.08521 0.2 0.3 0.0
H 4.43377 1.07070 6.07295 -0.3 -0.3 -0.1
H 8.88477 -0.48195 7.58636 0.2 0.1 0.0
C -0.34936 6.77387 4.42462 -2.8 1.2 -1.2
C 1.04424 6.66275 4.06304 -0.2 0.2 -1.4
O 1.40175 5.36841 4.32495 2.1 -2.5 1.3
O -0.62575 6.75241 5.78227 0.6 0.4 0.8
H -0.94026 5.94753 4.02954 0.1 -0.1 -0.9
H -0.66628 7.69296 3.93173 -0.7 0.3 0.5
H 1.58517 7.42440 4.62463 0.7 -0.3 -0.2
H 1.09199 6.74191 2.97696 0.3 1.1 -0.1
H 1.20466 4.81972 3.56226 0.0 0.0 0.1
H -0.01596 6.05977 6.04686 -0.1 -0.3 1.0
C -2.17663 0.18744 8.30432 0.9 1.0 -0.8
C -1.64811 1.53102 7.85070 -1.1 1.3 -0.8
O -1.21329 2.34453 8.92510 0.5 -0.6 0.5
O -1.02013 -0.49562 8.78183 -1.0 -0.7 0.4
H -2.66666 -0.33024 7.47972 0.4 -0.3 -0.1
H -2.98579 0.36948 9.01159 0.2 -0.3 0.6
H -2.43362 2.14209 7.40610 -0.5 -0.4 -0.6
H -0.86034 1.47151 7.09972 0.2 -0.3 0.3
H -1.96853 2.32206 9.51732 0.1 0.5 0.4
H -0.99310 -0.29999 9.72130 0.4 -0.1 0.1
```
Forces are in eV/Å.

=====

Q: Look up the net charge of the second one.
A: +1

=====

Q: What is the formula in the first record?
A: C36H96As2F18N7O11